ORCA calculation (ωB97M-V/def2-TZVPD) on a 11-piece molecular cluster, C11H44N14O11 overall in a non-equilibrium geometry.

XYZ file:
```
80
Properties=species:S:1:pos:R:3:forces:R:3
N 0.846 12.722 26.898 1.35 -2.58 3.16
C 0.277 13.498 26.042 -0.61 1.58 0.52
N 0.509 13.225 24.790 1.31 -1.54 -4.93
O -0.366 14.469 26.332 -1.83 2.54 1.06
H 1.390 11.910 26.645 -0.06 -0.01 -0.05
H 0.726 12.907 27.884 -0.11 0.18 -0.28
H 0.207 13.823 24.034 -0.17 0.04 0.62
H 1.147 12.487 24.527 -0.19 -0.04 0.15
N 8.719 12.849 25.177 -6.81 1.52 -3.47
C 9.841 12.898 25.731 2.56 0.68 1.70
N 10.235 11.686 26.014 3.14 -3.47 1.73
O 10.439 13.919 25.975 1.53 1.68 0.42
H 8.339 13.747 24.915 -0.21 -0.29 0.07
H 8.094 12.064 25.292 -0.01 0.21 -0.38
H 11.110 11.609 26.511 -0.29 -0.25 -0.02
H 9.673 10.858 25.876 0.18 0.42 0.04
N 2.280 8.355 26.349 -3.71 -6.90 0.01
C 2.833 9.468 26.323 0.03 6.58 -0.77
N 4.086 9.446 26.713 2.38 0.71 0.50
O 2.199 10.507 25.977 1.27 -0.96 -0.09
H 2.780 7.551 26.702 -0.48 0.01 -0.15
H 1.298 8.266 26.132 0.26 0.05 0.10
H 4.498 8.562 26.977 0.34 0.62 0.00
H 4.607 10.310 26.666 0.11 -0.31 0.23
N 5.317 9.971 23.699 -2.27 0.62 -1.34
C 6.485 9.867 24.340 -4.37 1.32 -1.95
N 6.974 8.709 24.255 3.59 -5.31 -0.03
O 6.976 10.735 24.965 1.81 3.73 2.85
H 4.804 10.840 23.675 0.57 -0.10 0.39
H 5.012 9.275 23.035 0.14 0.09 0.33
H 6.644 8.043 23.571 0.51 0.01 0.32
H 7.929 8.767 24.577 0.14 -1.16 -0.27
N 3.448 14.192 27.095 -3.12 2.30 -1.63
C 4.329 13.286 27.319 -0.34 2.50 2.24
N 4.882 12.747 26.310 3.18 -3.81 -3.78
O 4.730 13.245 28.452 1.71 -1.86 3.57
H 3.145 14.318 26.140 -0.60 0.54 0.78
H 3.160 14.673 27.935 -0.62 0.32 -0.70
H 4.502 12.626 25.381 -0.19 0.21 0.19
H 5.704 12.209 26.540 0.02 -0.07 -0.33
N 0.601 14.889 29.498 -0.60 1.25 -2.19
C -0.101 14.153 30.365 -2.38 1.44 -2.59
N 0.665 13.708 31.277 2.17 -2.31 4.04
O -1.300 13.922 30.296 -0.31 -0.24 -0.36
H 0.040 15.207 28.721 0.50 0.36 -0.28
H 1.565 15.159 29.634 -0.28 0.17 -0.27
H 1.545 14.193 31.384 -0.07 -0.95 0.81
H 0.176 13.044 31.860 0.94 0.28 0.75
N 9.558 13.859 29.334 4.82 2.68 -1.15
C 8.375 13.386 29.553 1.10 -3.27 2.06
N 7.436 13.876 28.831 -3.66 1.12 -1.78
O 8.285 12.444 30.336 -1.15 -0.63 0.74
H 9.726 14.557 28.625 0.05 -0.21 0.06
H 10.389 13.432 29.719 -0.60 -0.04 0.09
H 6.518 13.484 28.985 -0.27 0.18 -0.30
H 7.547 14.655 28.197 -0.08 -0.06 0.42
C 3.284 15.663 23.957 1.29 -0.87 0.36
O 2.886 16.984 23.838 -0.80 0.50 0.18
H 2.641 15.057 24.594 -0.87 0.49 -0.57
H 3.447 15.159 23.004 -0.39 -0.07 -0.30
H 4.226 15.549 24.493 0.57 0.31 0.07
H 3.541 17.519 23.383 0.14 -0.22 0.01
C 4.508 16.296 30.073 -1.11 0.93 -0.37
O 3.169 16.617 29.474 1.40 -1.14 0.68
H 4.504 16.421 31.156 -0.24 0.06 0.04
H 4.785 15.263 29.866 -0.27 0.17 -0.39
H 5.216 17.012 29.655 0.23 -0.29 -0.05
H 2.892 17.477 29.798 0.07 0.05 0.05
C 3.525 12.072 22.470 -0.69 -0.81 -2.77
O 4.318 12.616 23.437 0.35 0.29 2.45
H 4.109 11.404 21.838 0.54 0.64 -0.98
H 2.815 11.281 22.711 -0.48 0.67 1.64
H 3.011 12.856 21.914 -0.08 -0.28 -0.30
H 4.945 13.265 23.109 -0.08 -0.09 -0.38
C 6.382 16.110 26.484 -0.77 1.26 -0.63
O 7.377 16.492 27.379 1.00 -0.30 1.23
H 6.571 15.171 25.963 -0.15 -0.12 0.11
H 5.430 16.133 27.015 0.05 -0.62 0.12
H 6.288 16.950 25.797 -0.15 -0.26 -0.80
H 8.247 16.289 27.028 0.12 0.14 -0.27
```
Positions in Å, forces in eV/Å.

Values from the calculation:
Net charge: 0
SMILES: NC(N)=O.NC(N)=O.NC(N)=O.NC(N)=O.NC(N)=O.NC(N)=O.NC(N)=O.CO.CO.CO.CO
Max |F|, eV/A: 7.83
E, hartree: -2039.82189
Orbital gap, Ha: 0.3026
Energy relative to the best compared isomer or geometry (same formula, charge and spin), kcal/mol: 112.00
Multiplicity: 1
LUMO energy, eV: -0.39
HOMO energy, eV: -8.62

***

ORCA calculation (ωB97M-V/def2-TZVPD) on one molecule with the formula CH3NO4 in a non-equilibrium geometry.

XYZ file:
```
9
Properties=species:S:1:pos:R:3:forces:R:3
O 2.957 -0.628 0.061 -1.01 -0.40 -0.13
N 2.618 0.309 -0.625 0.79 0.12 1.42
O 3.383 0.988 -1.241 -1.04 0.55 -0.73
O 1.281 0.751 -0.538 -0.08 -2.10 0.17
C 0.253 -0.349 0.081 2.00 1.14 -1.02
O -0.791 -0.365 -0.813 -0.26 1.17 0.08
H 0.262 0.003 1.140 -1.18 0.13 -0.93
H 0.653 -1.355 0.048 0.63 0.14 0.06
H -0.856 0.455 -1.362 0.15 -0.74 1.08
```
Positions in Å, forces in eV/Å.

Values from the calculation:
Net charge: 0
SMILES: O=[N+]([O-])OCO
Max |F|, eV/A: 2.52
E, hartree: -395.44609
Orbital gap, Ha: 0.4295
Energy relative to the best compared isomer or geometry (same formula, charge and spin), kcal/mol: 66.39
Multiplicity: 1
LUMO energy, eV: 0.44
HOMO energy, eV: -11.25

***

ORCA calculation (ωB97M-V/def2-TZVPD) on a 2-piece molecular cluster, C4H7BrF2S overall in a non-equilibrium geometry.

XYZ file:
```
15
Properties=species:S:1:pos:R:3:forces:R:3
C 2.080 0.346 1.250 -0.01 -0.01 -0.06
C 1.326 -0.491 0.238 -0.24 -0.09 -0.27
C -2.751 0.454 -0.061 1.05 -0.54 -0.78
C -0.694 -0.444 -1.600 -1.24 0.13 0.63
F -1.137 -0.208 -2.840 0.28 0.03 0.24
F -0.563 -1.765 -1.415 0.03 0.23 -0.10
S 0.593 0.585 -1.048 0.51 -0.22 -0.35
Br -1.713 1.685 0.839 -0.33 0.33 0.48
H 1.409 1.048 1.734 -0.04 0.10 0.10
H 2.504 -0.312 2.009 0.05 0.04 0.01
H 2.888 0.902 0.780 0.09 0.05 0.01
H 0.512 -1.038 0.713 0.03 0.02 -0.03
H 1.983 -1.195 -0.272 -0.07 -0.04 0.10
H -3.040 -0.417 0.495 -0.02 -0.13 0.12
H -3.397 0.849 -0.821 -0.07 0.10 -0.12
```
Positions in Å, forces in eV/Å.

Values from the calculation:
Net charge: 0
Max |F|, eV/A: 1.41
E, hartree: -3328.41353
Orbital gap (alpha / beta), Ha: 0.2930 / 0.3121
Energy relative to the best compared isomer or geometry (same formula, charge and spin), kcal/mol: 4.69
Multiplicity: 1
LUMO energy (alpha / beta), eV: 0.13 / 0.32
HOMO energy (alpha / beta), eV: -7.84 / -8.18